## P
C4H11NO2 | ωB97M-V/def2-TZVPD

The geometry in XYZ format:
```
18
Properties=species:S:1:pos:R:3:lowdin_charge:R:1
C 0.36 1.56 1.54 -0.08
C -0.85 0.89 0.90 -0.16
C -0.45 -0.03 -0.24 -0.50
O 0.55 0.14 -0.91 0.04
N -1.25 -1.12 -0.41 0.00
C -1.18 -1.90 -1.63 -0.06
H 1.21 0.90 1.43 0.06
H 0.60 2.55 1.13 0.08
H 0.15 1.80 2.58 0.07
H -1.71 1.48 0.60 0.12
H -1.20 0.20 1.68 0.11
H -1.99 -1.20 0.26 0.13
H -2.18 -2.30 -1.82 0.08
H -0.53 -2.76 -1.50 0.08
H -0.90 -1.24 -2.44 0.08
O 3.47 0.38 -0.57 -0.07
H 2.60 0.34 -0.97 0.00
H 3.29 0.32 0.37 0.01
```

Output
* HOMO-LUMO gap: 0.395 Eh
* lowest unoccupied orbital energy: 0.702 eV
* spin multiplicity: 1
* SMILES: CCC(=O)NC.O

---

## Q
C4H11NO2 | ωB97M-V/def2-TZVPD

The geometry in XYZ format:
```
18
Properties=species:S:1:pos:R:3:lowdin_charge:R:1
C -1.33 -0.80 -0.92 0.09
C -1.21 -0.79 0.45 -0.29
O -1.75 0.26 1.18 -0.13
C -0.78 1.17 1.74 -0.29
N -0.11 2.02 0.81 0.04
H -1.61 0.09 -1.46 0.09
H -1.18 -1.71 -1.48 0.08
H -1.19 -1.74 1.00 0.13
H -1.35 1.77 2.44 0.12
H -0.02 0.59 2.28 0.12
H -0.77 2.60 0.30 0.08
H 0.44 1.49 0.14 0.05
C 2.14 -0.87 -1.33 -0.17
O 0.92 -0.37 -0.83 -0.29
H 2.98 -0.58 -0.69 0.07
H 2.32 -0.42 -2.31 0.08
H 2.14 -1.96 -1.45 0.07
H 0.34 -0.76 0.14 0.15
```

Output
* HOMO-LUMO gap: 0.356 Eh
* lowest unoccupied orbital energy: 0.671 eV
* spin multiplicity: 1
* SMILES: C=COCN.CO

---

## R
C4H11NO2 | ωB97M-V/def2-TZVPD

The geometry in XYZ format:
```
18
Properties=species:S:1:pos:R:3:lowdin_charge:R:1
C 0.29 -1.34 -0.69 -0.04
N 0.79 0.00 -0.29 -0.27
C 2.25 0.10 -0.05 -0.05
C 0.05 0.80 0.79 -0.08
C -0.74 1.17 -0.51 -0.30
O -1.88 0.84 -0.84 -0.02
H 0.00 -2.00 0.14 0.10
H -0.70 -1.14 -1.14 0.08
H 0.98 -1.65 -1.46 0.09
H 2.63 -0.40 -0.93 0.08
H 2.48 -0.31 0.97 0.11
H 2.41 1.17 0.07 0.08
H 0.34 1.81 1.08 0.12
H -0.61 0.46 1.58 0.10
H -0.19 1.89 -1.09 0.12
H -2.94 -0.01 0.25 0.01
H -2.11 -0.72 1.16 -0.02
O -3.05 -0.69 0.97 -0.10
```

Output
* HOMO-LUMO gap: 0.370 Eh
* lowest unoccupied orbital energy: 0.664 eV
* spin multiplicity: 1

---

Which structure is most stable? P, by 75.8 kcal/mol over the runner-up.

---

## P
C2H9N2O | ωB97M-V/def2-TZVPD

The geometry in XYZ format:
```
14
Properties=species:S:1:pos:R:3:lowdin_charge:R:1
C -1.52 0.19 0.07 -0.18
C -0.50 0.50 -0.79 -0.14
N 0.67 -0.33 -0.90 0.13
N -2.68 0.89 0.32 0.04
H -1.42 -0.75 0.66 0.14
H -0.36 1.38 -1.30 0.09
H 0.95 -0.34 -1.93 0.20
H 1.50 0.08 -0.33 0.16
H 0.66 -1.31 -0.56 0.16
H -2.96 1.77 -0.25 0.15
H -3.40 0.59 1.10 0.17
H 3.32 -1.64 1.08 0.10
H 2.89 -0.26 1.88 0.12
O 2.84 -0.75 0.97 -0.13
```

Output
* HOMO-LUMO gap: 0.346 Eh
* lowest unoccupied orbital energy: -3.252 eV
* spin multiplicity: 1
* charge: +1

---

## Q
C2H9N2O | ωB97M-V/def2-TZVPD

The geometry in XYZ format:
```
14
Properties=species:S:1:pos:R:3:lowdin_charge:R:1
C 0.94 -0.25 0.36 -0.14
C 0.92 0.50 -0.76 -0.17
N 2.09 0.95 -1.26 0.08
N -0.11 -1.03 0.96 0.18
H 1.98 -0.58 0.62 0.14
H 0.01 0.80 -1.26 0.13
H 2.34 1.52 -2.07 0.13
H 2.96 0.80 -0.76 0.11
H -1.03 -0.72 0.58 0.13
H -0.22 -0.79 1.97 0.18
H 0.04 -2.03 0.88 0.17
H -3.75 -0.30 0.50 0.06
H -3.26 1.02 0.04 0.07
O -2.93 0.10 0.19 -0.06
```

Output
* HOMO-LUMO gap: 0.350 Eh
* lowest unoccupied orbital energy: -3.256 eV
* spin multiplicity: 1
* charge: +1

---

## R
C2H9N2O | ωB97M-V/def2-TZVPD

The geometry in XYZ format:
```
14
Properties=species:S:1:pos:R:3:lowdin_charge:R:1
C 0.37 -0.96 -0.35 -0.09
C -0.80 -0.51 -0.81 -0.19
N -1.35 -0.84 -2.02 0.09
N 0.72 -0.69 1.06 0.18
H 1.12 -1.50 -0.90 0.12
H -1.42 0.12 -0.19 0.13
H -2.11 -0.27 -2.34 0.11
H -0.67 -1.04 -2.75 0.12
H 0.55 0.29 1.32 0.10
H 1.73 -0.80 1.23 0.18
H 0.24 -1.33 1.68 0.17
H 0.81 3.03 1.84 0.08
H 0.02 2.31 0.82 0.06
O 0.80 2.17 1.39 -0.05
```

Output
* HOMO-LUMO gap: 0.367 Eh
* lowest unoccupied orbital energy: -3.225 eV
* spin multiplicity: 1
* charge: +1

---

Which structure is most stable? R, by 6.4 kcal/mol over the runner-up.

---

## P
C2H9N2O | ωB97M-V/def2-TZVPD

The geometry in XYZ format:
```
14
Properties=species:S:1:pos:R:3:lowdin_charge:R:1
C -0.08 -1.69 0.02 0.01
C 0.03 -0.20 -0.22 -0.48
N -1.19 1.69 -0.79 0.08
N 0.78 0.45 0.89 0.25
O -1.17 0.36 -0.27 -0.15
H -0.25 -1.78 1.03 0.06
H 0.78 -2.33 -0.30 0.13
H -0.99 -2.01 -0.44 0.10
H 0.73 0.17 -1.37 0.25
H -1.35 1.55 -1.83 0.14
H -2.04 2.12 -0.45 0.10
H 0.62 1.48 0.86 0.18
H 0.18 0.14 1.62 0.15
H 1.74 0.17 0.94 0.17
```

Output
* HOMO-LUMO gap: 0.420 Eh
* lowest unoccupied orbital energy: -3.415 eV
* spin multiplicity: 1
* charge: +1

---

## Q
C2H9N2O | ωB97M-V/def2-TZVPD

The geometry in XYZ format:
```
14
Properties=species:S:1:pos:R:3:lowdin_charge:R:1
N -0.85 -1.44 -1.32 0.00
C -0.75 0.00 -0.95 -0.16
N 0.44 -0.13 0.03 0.05
C 0.33 0.86 1.21 -0.20
O 1.48 0.51 1.83 0.00
H -0.35 -1.55 -2.23 0.11
H -1.69 -2.01 -1.12 0.11
H -1.69 0.24 -0.33 0.15
H -0.57 0.89 -1.64 0.15
H 1.37 0.00 -0.47 0.21
H 0.50 -1.06 0.30 0.12
H 0.28 1.96 1.03 0.16
H -0.63 0.52 1.81 0.18
H 2.13 1.20 1.83 0.11
```

Output
* HOMO-LUMO gap: 0.412 Eh
* lowest unoccupied orbital energy: -3.296 eV
* spin multiplicity: 1
* SMILES: NC[NH2+]CO
* charge: +1

---

Which structure is most stable? Q, by 29.1 kcal/mol over the runner-up.

---

## P
C4H8N2 | ωB97M-V/def2-TZVPD

The geometry in XYZ format:
```
14
Properties=species:S:1:pos:R:3:lowdin_charge:R:1
H -1.59 -0.55 1.29 0.05
N -2.24 -0.53 0.46 0.06
N -1.83 0.02 -0.54 -0.06
C -0.61 0.76 -0.70 -0.29
C 0.20 1.24 0.48 -0.06
C 0.76 0.15 -0.49 -0.27
C 0.96 -1.25 0.00 -0.07
H -0.70 1.42 -1.56 0.13
H -0.07 0.90 1.47 0.09
H 0.59 2.24 0.44 0.09
H 1.50 0.46 -1.23 0.13
H 0.14 -1.57 0.65 0.06
H 1.89 -1.32 0.56 0.08
H 1.01 -1.94 -0.84 0.08
```

Output
* HOMO-LUMO gap: 0.356 Eh
* lowest unoccupied orbital energy: 1.053 eV
* spin multiplicity: 1
* SMILES: [H]/N=N\[C@H]1C[C@H]1C

---

## Q
C4H8N2 | ωB97M-V/def2-TZVPD

The geometry in XYZ format:
```
14
Properties=species:S:1:pos:R:3:lowdin_charge:R:1
C 0.97 -0.09 1.16 -0.23
C -0.66 1.17 -0.19 -0.22
C -0.99 0.08 -1.15 -0.17
C 0.15 -1.32 0.47 -0.08
H 2.13 -0.22 1.13 0.12
H 0.69 0.11 2.24 0.10
H 1.38 1.14 -0.54 0.14
H -1.41 1.05 0.69 0.14
H -0.90 2.21 -0.51 0.11
H -1.50 0.11 -2.10 0.10
H -0.52 -1.90 -1.31 0.18
H 0.38 -2.31 0.55 0.03
N 0.73 0.99 0.28 -0.14
N -0.44 -1.01 -0.73 -0.08
```

Output
* HOMO-LUMO gap: 0.274 Eh
* lowest unoccupied orbital energy: 0.948 eV
* spin multiplicity: 1

---

Which structure is most stable? P, by 18.2 kcal/mol over the runner-up.

---

## P
C4H8N2 | ωB97M-V/def2-TZVPD

The geometry in XYZ format:
```
14
Properties=species:S:1:pos:R:3:lowdin_charge:R:1
C -0.77 1.10 -0.52 -0.04
C -0.05 -0.11 0.10 -0.63
C 1.48 0.01 -0.07 -0.03
N -0.47 -1.33 -0.59 0.06
C -0.45 -0.16 1.54 -0.18
N -0.83 -0.24 2.63 0.15
H -1.83 0.89 -0.67 0.08
H -0.32 1.35 -1.48 0.09
H -0.70 1.97 0.14 0.09
H 1.74 -0.58 -0.95 0.08
H 2.04 -0.38 0.79 0.08
H 1.80 1.04 -0.24 0.08
H -0.13 -2.15 -0.08 0.09
H -1.48 -1.40 -0.62 0.08
```

Output
* HOMO-LUMO gap: 0.409 Eh
* lowest unoccupied orbital energy: 0.855 eV
* spin multiplicity: 1
* SMILES: CC(C)(N)C#N

---

## Q
C4H8N2 | ωB97M-V/def2-TZVPD

The geometry in XYZ format:
```
14
Properties=species:S:1:pos:R:3:lowdin_charge:R:1
C -0.48 -0.57 -0.39 -0.16
C 1.03 -0.33 -0.63 -0.29
C 1.80 -0.46 0.67 -0.16
C 1.73 0.87 0.02 -0.14
H -2.81 -1.42 0.30 0.21
H -3.30 0.84 -0.19 0.11
H -0.84 -1.76 -0.36 0.13
H 1.57 -0.73 -1.52 0.14
H 1.05 -0.65 1.50 0.12
H 2.71 -1.08 0.77 0.10
H 1.26 1.76 0.45 0.10
H 2.62 1.21 -0.47 0.08
N -2.55 0.11 0.39 -0.17
N -1.27 0.57 -0.17 -0.08
```

Output
* HOMO-LUMO gap: 0.326 Eh
* lowest unoccupied orbital energy: 0.234 eV
* spin multiplicity: 1

---

## R
C4H8N2 | ωB97M-V/def2-TZVPD

The geometry in XYZ format:
```
14
Properties=species:S:1:pos:R:3:lowdin_charge:R:1
C 1.78 0.11 -0.10 -0.17
N 1.51 -1.23 0.39 0.03
C 0.64 -0.67 -0.64 -0.28
C -0.59 0.19 -0.44 -0.31
C -1.95 0.00 0.10 -0.13
N -0.87 0.50 0.96 0.01
H 2.64 0.33 -0.71 0.10
H 1.50 0.92 0.59 0.10
H 1.10 -1.19 1.32 0.09
H 0.73 -1.21 -1.58 0.13
H -0.50 1.02 -1.15 0.14
H -2.33 -0.99 0.32 0.10
H -2.71 0.73 -0.18 0.10
H -0.94 1.50 1.12 0.09
```

Output
* HOMO-LUMO gap: 0.379 Eh
* lowest unoccupied orbital energy: 1.062 eV
* spin multiplicity: 1
* SMILES: C1N[C@H]1[C@H]1CN1

---

## S
C4H8N2 | ωB97M-V/def2-TZVPD

The geometry in XYZ format:
```
14
Properties=species:S:1:pos:R:3:lowdin_charge:R:1
C -1.81 0.26 -0.04 -0.11
C -0.61 -0.69 -0.16 -0.22
C 0.73 -0.08 0.32 -0.41
N 1.86 -0.85 -0.17 0.04
C 0.89 1.40 0.09 -0.19
N 1.13 2.53 0.03 0.14
H -1.77 1.07 -0.78 0.08
H -1.84 0.72 0.96 0.08
H -2.73 -0.31 -0.18 0.07
H -0.76 -1.53 0.52 0.11
H -0.53 -1.12 -1.17 0.11
H 0.72 -0.17 1.41 0.14
H 2.00 -0.71 -1.17 0.08
H 2.72 -0.53 0.28 0.08
```

Output
* HOMO-LUMO gap: 0.412 Eh
* lowest unoccupied orbital energy: 0.861 eV
* spin multiplicity: 1
* SMILES: CC[C@@H](N)C#N

---

Which structure is most stable? P, by 2.4 kcal/mol over the runner-up.

---

## P
C4H8N2 | ωB97M-V/def2-TZVPD

The geometry in XYZ format:
```
14
Properties=species:S:1:pos:R:3:lowdin_charge:R:1
C 1.58 -0.37 -0.53 -0.02
N 0.34 -0.14 0.22 -0.31
C 0.22 0.97 0.91 -0.02
C -0.72 -0.92 -0.14 -0.21
C -1.91 -0.88 0.61 -0.28
N -2.88 -0.85 1.25 0.13
H 1.48 0.11 -1.51 0.10
H 1.74 -1.44 -0.65 0.10
H 2.41 0.07 0.02 0.09
H -0.71 1.17 1.43 0.08
H -0.89 1.51 -0.75 0.07
H 1.09 1.60 1.05 0.08
H -0.54 -1.73 -0.83 0.11
H -1.21 0.90 -1.07 0.08
```

Output
* HOMO-LUMO gap (alpha / beta): 0.309 / 0.309 Eh
* lowest unoccupied orbital energy (alpha / beta): 0.471 / 0.471 eV
* spin multiplicity: 1

---

## Q
C4H8N2 | ωB97M-V/def2-TZVPD

The geometry in XYZ format:
```
14
Properties=species:S:1:pos:R:3:lowdin_charge:R:1
H 0.54 2.18 0.22 0.05
N 1.32 1.49 0.29 0.14
C 0.92 0.35 -0.15 -0.50
C 1.81 -0.83 -0.17 -0.05
N -0.38 -0.06 -0.47 -0.07
C -1.33 -0.62 0.52 -0.10
C -1.71 0.56 -0.34 -0.14
H 2.65 -0.51 -0.77 0.07
H 2.11 -1.16 0.83 0.09
H 1.36 -1.66 -0.71 0.08
H -2.14 -1.31 0.38 0.09
H -1.04 -0.53 1.61 0.13
H -1.78 1.59 0.02 0.09
H -2.34 0.53 -1.26 0.11
```

Output
* HOMO-LUMO gap: 0.369 Eh
* lowest unoccupied orbital energy: 1.061 eV
* spin multiplicity: 1
* SMILES: [H]/N=C(/C)N1CC1

---

Which structure is most stable? Q, by 20.7 kcal/mol over the runner-up.

---

## P
C4H8N2 | ωB97M-V/def2-TZVPD

The geometry in XYZ format:
```
14
Properties=species:S:1:pos:R:3:lowdin_charge:R:1
N 2.25 0.68 0.52 -0.02
C 1.47 0.17 -0.61 -0.29
C 0.39 -0.73 -0.10 -0.07
C -0.89 -0.42 -0.02 -0.31
C -2.09 0.29 -0.44 -0.10
N -2.11 -0.88 0.50 0.04
H 2.50 -0.11 1.10 0.06
H 1.60 1.21 1.10 0.06
H 2.16 -0.35 -1.29 0.10
H 1.06 1.02 -1.16 0.11
H 0.72 -1.63 0.42 0.11
H -2.48 0.03 -1.42 0.10
H -2.35 1.28 -0.07 0.10
H -2.23 -0.56 1.47 0.10
```

Output
* HOMO-LUMO gap: 0.358 Eh
* lowest unoccupied orbital energy: 1.011 eV
* spin multiplicity: 1
* SMILES: NC/C=C1\CN1

---

## Q
C4H8N2 | ωB97M-V/def2-TZVPD

The geometry in XYZ format:
```
14
Properties=species:S:1:pos:R:3:lowdin_charge:R:1
C -2.89 0.06 -0.07 -0.39
C 0.11 1.20 0.57 -0.07
C 0.21 -1.33 0.44 -0.02
C -0.09 0.00 -0.19 -0.34
N -4.03 -0.01 0.02 -0.18
N -0.13 0.13 -1.56 0.18
H -0.02 2.18 0.09 0.10
H -0.52 1.37 1.34 0.04
H 1.12 1.28 1.20 0.16
H -0.41 -2.07 0.12 0.05
H 0.12 -1.41 1.57 0.14
H 1.15 -1.73 0.21 0.08
H -0.46 -0.69 -2.01 0.12
H -0.39 1.08 -1.81 0.13
```

Output
* HOMO-LUMO gap: 0.280 Eh
* lowest unoccupied orbital energy: -0.995 eV
* spin multiplicity: 1

---

## R
C4H8N2 | ωB97M-V/def2-TZVPD

The geometry in XYZ format:
```
14
Properties=species:S:1:pos:R:3:lowdin_charge:R:1
C 2.31 -0.01 0.00 -0.12
C -0.99 -1.23 0.06 -0.09
C -1.47 0.28 0.00 -0.22
C -0.24 0.86 -0.16 -0.22
H 1.88 1.04 0.44 0.08
H 3.42 0.18 0.38 0.10
H -1.30 -1.84 1.07 0.14
H -1.10 -1.98 -0.80 0.12
H -2.17 0.73 0.70 0.11
H -2.10 0.32 -0.99 0.14
H 0.07 1.61 0.61 0.11
H -0.08 1.43 -0.98 0.09
N 1.48 -0.87 -0.23 -0.04
N 0.28 -0.53 -0.11 -0.21
```

Output
* HOMO-LUMO gap: 0.334 Eh
* lowest unoccupied orbital energy: 1.013 eV
* spin multiplicity: 1

---

Which structure is most stable? P, by 27.3 kcal/mol over the runner-up.

---

## P
C4H8N2 | ωB97M-V/def2-TZVPD

The geometry in XYZ format:
```
14
Properties=species:S:1:pos:R:3:lowdin_charge:R:1
C 0.27 1.30 1.10 0.02
C -0.89 0.61 1.37 -0.18
C 0.56 -1.04 -0.18 -0.18
C 1.35 -0.60 -1.41 -0.11
N -1.38 -0.62 0.90 0.00
N -0.69 -0.97 -0.32 -0.10
H 0.45 2.30 1.55 0.07
H 0.92 0.79 0.51 -0.05
H -1.54 1.08 2.06 0.08
H 0.62 -0.51 -2.17 0.03
H 2.19 -1.22 -1.66 0.06
H 1.64 0.46 -1.29 0.08
H -2.29 -0.94 0.73 0.10
H -1.19 -0.63 -1.21 0.18
```

Output
* HOMO-LUMO gap: 0.325 Eh
* lowest unoccupied orbital energy: 1.057 eV
* spin multiplicity: 1

---

## Q
C4H8N2 | ωB97M-V/def2-TZVPD

The geometry in XYZ format:
```
14
Properties=species:S:1:pos:R:3:lowdin_charge:R:1
C -1.31 -0.68 0.71 -0.18
C 0.32 0.54 -0.08 -0.46
C 1.13 -0.70 -0.72 -0.05
C 1.04 1.86 -0.38 -0.09
H -0.48 -1.97 0.84 0.21
H -2.51 -1.20 0.09 0.14
H -1.45 -0.01 2.09 0.18
H -1.44 1.21 -0.06 0.00
H 0.42 0.32 0.93 0.05
H 0.65 -0.67 -1.65 0.06
H 0.99 -1.62 -0.55 -0.05
H 2.31 -0.54 -0.79 0.13
N -1.11 0.43 -0.38 -0.06
N 1.44 3.02 -0.07 0.11
```

Output
* HOMO-LUMO gap: 0.382 Eh
* lowest unoccupied orbital energy: 0.025 eV
* spin multiplicity: 1

---

## R
C4H8N2 | ωB97M-V/def2-TZVPD

The geometry in XYZ format:
```
14
Properties=species:S:1:pos:R:3:lowdin_charge:R:1
C -0.97 1.90 -0.10 -0.08
N -0.22 1.55 0.86 -0.04
N 0.35 0.28 0.83 -0.07
C -0.21 -0.70 0.02 -0.41
C 0.50 -0.93 -1.29 -0.11
C 0.62 -1.91 -0.17 -0.13
H -1.38 2.92 -0.08 0.06
H -1.23 1.24 -0.94 0.06
H 0.49 0.01 1.81 0.13
H -1.31 -0.85 0.08 0.15
H 1.34 -0.25 -1.47 0.11
H -0.11 -1.20 -2.16 0.10
H 1.54 -1.99 0.39 0.10
H 0.10 -2.87 -0.22 0.11
```

Output
* HOMO-LUMO gap: 0.371 Eh
* lowest unoccupied orbital energy: 1.195 eV
* spin multiplicity: 1
* SMILES: C=NNC1CC1

---

Which structure is most stable? R, by 63.3 kcal/mol over the runner-up.